Record 1
Density functional theory data (the ωB97M-V functional and the def2-TZVPD basis) for an isolated molecule of C6H11NO at a distorted geometry.

SMILES: C=C[C@](C)(O)C(=C)N
HOMO in eV: -7.82
Kohn-Sham gap in Eh: 0.320

Last column: Löwdin charge in e.
Geometry (Å):
C: 1.7123 -1.2467 -0.8143  0.009
C: 1.0861 -0.7416 0.2392  -0.102
C: 0.1959 0.6262 0.3052  -0.503
C: 0.3766 1.5313 -0.8953  -0.023
O: 0.3755 1.2764 1.5362  0.007
C: -1.0211 -0.2533 0.3622  -0.394
C: -1.3937 -0.8499 1.5215  0.049
N: -1.6873 -0.4771 -0.8533  0.103
H: 1.4941 -0.9448 -1.8254  0.052
H: 2.5023 -1.9705 -0.6914  0.050
H: 1.3649 -1.0383 1.2410  0.107
H: -0.2825 2.3948 -0.8030  0.091
H: 1.4148 1.8702 -0.9329  0.092
H: 0.1708 1.0198 -1.8305  0.073
H: 1.2545 1.6733 1.5376  0.108
H: -0.8938 -0.6386 2.4473  0.055
H: -2.2556 -1.4951 1.5505  0.051
H: -1.9400 0.3671 -1.3462  0.085
H: -2.4740 -1.1031 -0.7485  0.090

---

Record 2
Density functional theory data (the ωB97M-V functional and the def2-TZVPD basis) for a structure of composition C6H11NO at a distorted geometry.

HOMO (spin up / spin down) in eV: -8.42 / -8.49
Kohn-Sham gap (spin up / spin down) in Eh: 0.275 / 0.289

Last column: Löwdin charge in e.
Geometry (Å):
C: 2.8215 0.5813 0.3324  0.156
C: 1.7239 0.3553 -0.5050  -0.424
O: 0.9655 -0.4509 0.3258  -0.138
H: 0.9071 1.2524 -0.8403  0.131
H: 2.6444 0.8913 1.3516  0.076
H: 3.8439 0.3773 0.0365  0.070
H: 1.9497 -0.0612 -1.4934  0.128
C: -1.2806 0.1921 1.4445  -0.052
C: -0.8213 -0.0209 0.0257  -0.426
C: -1.1897 -1.3143 -0.6079  -0.215
C: -0.7473 1.0917 -0.8450  0.000
N: -1.9116 -2.1659 -0.0102  0.115
H: -2.0689 -2.9945 -0.5824  0.049
H: -0.7751 -1.4609 -1.6137  0.123
H: -0.9625 -0.6385 2.0704  0.081
H: -0.8664 1.1200 1.8397  0.084
H: -2.3704 0.2416 1.4808  0.087
H: -1.0682 2.0640 -0.4919  0.079
H: -0.7939 0.9398 -1.9174  0.075

---

Record 3
Density functional theory data (the ωB97M-V functional and the def2-TZVPD basis) for a structure of composition C6H11NO.

HOMO (spin up / spin down) in eV: -6.52 / -6.52
Kohn-Sham gap (spin up / spin down) in Eh: 0.267 / 0.267

Last column: Löwdin charge in e.
Geometry (Å):
C: -1.6324 0.2892 -1.1527  -0.038
C: 1.1636 -0.9750 1.3496  -0.023
C: 1.4126 -0.2836 -1.0451  -0.019
C: -0.8910 -0.2588 0.0115  -0.347
C: 0.5522 -0.1585 0.2135  -0.556
C: 0.3678 1.2595 0.5326  -0.088
O: -1.7405 -0.5113 1.0843  0.025
N: -0.1536 2.3641 0.5431  0.128
H: -1.3086 -1.0853 1.7235  0.085
H: -1.1315 2.5296 0.2365  0.059
H: -1.8198 1.3797 -1.0405  0.066
H: -2.6071 -0.1875 -1.1954  0.087
H: -1.1025 0.1299 -2.0912  0.081
H: 1.2236 -2.0240 1.0541  0.096
H: 0.5998 -0.8922 2.2790  0.082
H: 2.1732 -0.6131 1.5431  0.092
H: 1.3488 -1.3008 -1.4236  0.096
H: 1.0927 0.4027 -1.8216  0.083
H: 2.4525 -0.0646 -0.8009  0.091

---

Record 4
Density functional theory data (the ωB97M-V functional and the def2-TZVPD basis) for an isolated molecule of C6H11NO at a distorted geometry.

SMILES: C[C@@H]1C[C@]2(C)O[C@]12N
HOMO (spin up / spin down) in eV: -5.96 / -6.92
Kohn-Sham gap (spin up / spin down) in Eh: 0.253 / 0.289

Last column: Löwdin charge in e.
Geometry (Å):
C: -1.5494 0.1107 1.1218  -0.040
C: -0.5226 0.8614 0.2861  -0.287
C: -0.2569 0.4581 -1.1895  -0.094
C: 0.7059 -0.6207 -0.7264  -0.318
C: 0.0747 -1.9953 -0.7641  -0.064
O: 1.4865 -0.6539 0.4577  0.081
C: 0.9194 0.5780 0.5153  -0.421
N: 1.8931 1.6570 0.3093  0.129
H: -1.8605 -0.8314 0.6648  0.070
H: -2.4559 0.7152 1.2356  0.078
H: -1.1654 -0.0998 2.1251  0.088
H: -0.7465 1.9342 0.3778  0.140
H: 0.2292 1.2275 -1.8067  0.117
H: -1.1463 0.1374 -1.7424  0.119
H: -0.7839 -2.0426 -1.4413  0.074
H: 0.8128 -2.7178 -1.1286  0.079
H: -0.2520 -2.3314 0.2262  0.076
H: 1.7927 2.3529 1.0454  0.083
H: 2.8250 1.2603 0.4338  0.089

---

Record 5
Density functional theory data (the ωB97M-V functional and the def2-TZVPD basis) for a cluster of 2 separate species, C6H11NO in total at a distorted geometry.

Charge: +1
HOMO (spin up / spin down) in eV: -14.05 / -14.71
Spin multiplicity: 2
Kohn-Sham gap (spin up / spin down) in Eh: 0.390 / 0.280

Last column: Mulliken spin population.
Geometry (Å):
C: -2.1288 -0.9417 -0.6794  0.000
C: -0.8571 -0.6112 -0.0438  0.276
C: -0.3649 -1.1107 1.1869  0.323
N: 0.4998 -0.2725 1.7234  0.038
C: 0.6546 0.8884 0.8040  0.241
C: -0.0899 0.5582 -0.2740  -0.002
C: 1.5607 1.9456 1.2305  0.001
H: -2.3510 -1.8614 -1.2397  0.024
H: -2.9869 -0.8263 0.0009  0.032
H: -2.2509 -0.2380 -1.5004  -0.002
H: -0.6091 -2.0643 1.6281  0.010
H: 0.9964 -0.4872 2.5758  -0.005
H: -0.2990 1.0763 -1.2035  0.005
H: 1.2876 2.1455 2.2691  0.012
H: 2.5734 1.6251 0.9928  0.038
H: 1.3011 2.8343 0.6397  0.003
H: 1.3715 -1.2851 -3.2371  0.000
H: 0.6909 -0.9026 -2.0415  0.005
O: 1.0016 -0.4724 -2.8317  -0.001

---

Record 6
Density functional theory data (the ωB97M-V functional and the def2-TZVPD basis) for the ion C6H11NO with charge +1 at a distorted geometry.

Charge: +1
HOMO (spin up / spin down) in eV: -15.79 / -15.49
Spin multiplicity: 2
Kohn-Sham gap (spin up / spin down) in Eh: 0.453 / 0.264

Last column: Mulliken spin population.
Geometry (Å):
C: -1.1818 -0.9254 -0.3961  0.004
N: -0.4048 0.1687 0.1273  0.648
C: -0.8714 1.4607 0.1601  -0.107
C: 0.0411 2.6786 0.3566  -0.003
O: -2.0711 1.6731 0.2672  0.300
C: 0.9835 -0.1752 0.4667  0.000
C: 1.0437 -1.7238 0.0998  -0.002
C: -0.0955 -1.8763 -0.8480  0.006
H: -1.8492 -1.2538 0.4381  0.060
H: -1.8278 -0.7249 -1.2509  0.023
H: 0.8130 2.8504 -0.3972  -0.003
H: -0.6671 3.4968 0.4067  0.000
H: 0.4545 2.6468 1.3731  -0.007
H: 1.3177 -0.0418 1.4980  0.038
H: 1.6024 0.4174 -0.2145  0.042
H: 0.8476 -2.3304 0.9914  0.001
H: 2.0412 -1.9575 -0.2334  0.001
H: 0.2876 -1.4948 -1.8199  0.000
H: -0.4636 -2.8887 -1.0251  0.000

---

Record 7
Density functional theory data (the ωB97M-V functional and the def2-TZVPD basis) for an isolated molecule of C6H11NO2 at a distorted geometry.

SMILES: CC(=O)N(O)C=C(C)C
HOMO in eV: -8.79
Kohn-Sham gap in Eh: 0.349

Last column: Löwdin charge in e.
Geometry (Å):
C: -1.6658 1.6102 -0.4265  0.015
C: -2.0806 0.1727 -0.0663  -0.463
O: -3.2099 -0.0442 0.4148  0.016
N: -1.1655 -0.8110 -0.1853  -0.128
O: -1.7478 -2.0717 -0.1765  0.027
C: 0.1157 -0.6483 -0.6989  -0.074
C: 1.1984 -0.2024 0.0020  -0.307
C: 1.1499 -0.0911 1.4938  -0.041
C: 2.4968 -0.1232 -0.6486  -0.057
H: -0.7480 1.6589 -1.0345  0.070
H: -2.5321 2.0141 -1.0318  0.106
H: -1.5460 2.1152 0.5141  0.076
H: -2.6057 -1.9141 0.3083  0.117
H: 0.2133 -1.0554 -1.7322  0.142
H: 1.2084 0.9103 1.9026  0.080
H: 0.3477 -0.7376 1.9316  0.103
H: 2.0991 -0.5040 1.8707  0.079
H: 2.6351 0.8254 -1.0394  0.064
H: 3.2811 -0.2667 0.0727  0.080
H: 2.5560 -0.8372 -1.4705  0.095

---

Record 8
Density functional theory data (the ωB97M-V functional and the def2-TZVPD basis) for an isolated molecule of C6H11NO2 at a distorted geometry.

SMILES: C=C1C[C@]1(O)[C@@H](N)OC
HOMO in eV: -8.68
Kohn-Sham gap in Eh: 0.349

Last column: Löwdin charge in e.
Geometry (Å):
C: -2.1019 1.2323 0.4866  0.071
C: -1.1220 0.4159 0.8297  -0.204
C: -0.7305 -0.4699 1.9370  -0.010
C: -0.3272 -0.8226 0.5108  -0.405
O: -0.9756 -1.8501 -0.1808  0.034
C: 1.1099 -0.5559 0.1485  -0.254
N: 1.6467 -1.4932 -0.7416  0.101
O: 0.9474 0.9662 -0.2526  -0.231
C: 0.8264 1.5575 -1.5160  -0.137
H: -2.3024 1.4804 -0.5436  0.057
H: -2.7239 1.6975 1.2365  0.059
H: 0.0322 -0.1234 2.6230  0.111
H: -1.4916 -1.0961 2.3840  0.115
H: -0.6257 -2.6875 0.1484  0.109
H: 1.7702 -0.4058 1.0036  0.149
H: 2.6059 -1.3117 -1.0019  0.095
H: 1.0461 -1.6772 -1.5368  0.095
H: 1.8174 1.4704 -1.9902  0.078
H: 0.0685 1.0718 -2.1401  0.079
H: 0.5300 2.6013 -1.4044  0.085

---

Record 9
Density functional theory data (the ωB97M-V functional and the def2-TZVPD basis) for an isolated molecule of C6H11NO2.

HOMO in eV: -8.13
Kohn-Sham gap in Eh: 0.270

Last column: Löwdin charge in e.
Geometry (Å):
C: -1.2761 0.4674 0.7585  -0.289
C: 1.0891 -0.7128 -0.2323  -0.152
C: 1.6523 0.4082 -1.0890  -0.120
C: 0.1613 -0.1442 1.2545  -0.655
C: -1.1824 -0.3089 -0.4038  0.027
N: -1.2654 1.9043 0.6032  0.080
C: -1.5388 -0.9454 -1.4711  0.105
O: -0.1888 -1.3626 1.8848  0.018
O: 0.8995 0.6972 1.8131  -0.025
H: 0.5707 -1.5945 2.4360  0.112
H: -2.0385 0.1203 1.4606  0.160
H: -0.7983 2.1636 -0.2592  0.078
H: -0.6774 2.2654 1.3553  0.083
H: 0.7740 -1.5926 -0.7931  0.075
H: 1.8625 -1.0769 0.4488  0.106
H: -2.5623 -0.7822 -1.8062  0.103
H: -0.9085 -1.6019 -2.0525  0.088
H: 0.9600 0.7314 -1.8699  0.062
H: 2.5780 0.1009 -1.5848  0.071
H: 1.8893 1.2633 -0.4530  0.073

---

Record 10
Density functional theory data (the ωB97M-V functional and the def2-TZVPD basis) for a cluster of 2 separate species, C6H11NO2 in total.

SMILES: [H]/N=C/OC.C=CC(C)=O
HOMO in eV: -9.91
Kohn-Sham gap in Eh: 0.374

Last column: Löwdin charge in e.
Geometry (Å):
H: 0.6456 -1.0177 -1.2623  0.038
N: 1.4984 -0.8555 -0.7392  0.123
C: 1.9322 0.3208 -0.8217  -0.354
O: 3.0355 0.7273 -0.2005  -0.107
C: 3.7126 -0.2637 0.5538  -0.095
H: 1.4956 1.1554 -1.3828  0.133
H: 4.5846 0.2212 0.9860  0.086
H: 4.0104 -1.0915 -0.0921  0.087
H: 3.0601 -0.6554 1.3365  0.084
C: -3.3927 -1.3141 -0.5988  0.063
C: -2.8219 -0.4467 0.2273  -0.106
C: -1.7199 0.4358 -0.2175  -0.474
C: -1.1908 1.3572 0.8506  -0.021
O: -1.2736 0.4086 -1.3425  0.053
H: -4.1943 -1.9659 -0.2956  0.062
H: -3.0570 -1.3858 -1.6211  0.071
H: -3.1358 -0.3501 1.2567  0.100
H: -0.4360 2.0227 0.4410  0.078
H: -0.7480 0.7582 1.6449  0.092
H: -2.0052 1.9392 1.2772  0.085

---

Record 11
Density functional theory data (the ωB97M-V functional and the def2-TZVPD basis) for an isolated molecule of C6H11NO2 at a distorted geometry.

SMILES: O=C1CCCN1CCO
HOMO in eV: -8.92
Kohn-Sham gap in Eh: 0.359

Last column: Löwdin charge in e.
Geometry (Å):
O: -0.1646 -1.1879 1.4687  0.058
C: -0.4974 -1.0846 0.3160  -0.452
C: -1.3256 -1.8636 -0.6350  -0.058
C: -1.5780 -1.1061 -1.9542  -0.083
C: -0.3502 -0.1916 -1.9728  -0.020
N: 0.0761 0.0209 -0.4023  0.031
C: 0.9368 1.0797 -0.0555  -0.203
C: 0.8952 1.3117 1.3953  -0.275
O: 1.7659 2.4436 1.5852  -0.130
H: -2.2291 -2.0900 0.1839  0.189
H: -1.0382 -2.8742 -0.6230  0.096
H: -1.7843 -1.3600 -2.7547  -0.013
H: -2.2984 -0.3748 -1.9244  0.103
H: 0.3831 -0.7026 -2.4355  0.082
H: -0.3616 0.6297 -2.4190  0.039
H: 0.9330 2.0644 -0.3981  0.124
H: 1.8586 0.8276 -0.0917  0.071
H: 1.3400 0.5607 1.9161  0.070
H: -0.3564 1.5644 1.7339  0.201
H: 1.7248 2.6901 2.6347  0.171

---

Record 12
Density functional theory data (the ωB97M-V functional and the def2-TZVPD basis) for an isolated molecule of C6H11NO4 at a distorted geometry.

SMILES: C/C=C/C(OC)(OC)[N+](=O)[O-]
HOMO in eV: -10.08
Kohn-Sham gap in Eh: 0.383

Last column: Löwdin charge in e.
Geometry (Å):
C: -2.0937 2.2181 -0.0127  -0.097
C: -0.8355 1.4839 0.2254  -0.190
C: -0.1131 0.9422 -0.7079  0.044
C: 1.3672 0.0533 -0.2298  -0.447
O: 0.9716 -0.6089 0.9145  -0.100
C: 2.1402 -1.1975 1.5502  -0.045
O: 1.7357 -0.7464 -1.2857  -0.061
C: 0.6984 -1.7046 -1.6659  -0.028
N: 2.3758 1.1519 0.0727  -0.340
O: 2.4795 1.5463 1.2021  0.105
O: 2.8477 1.6968 -0.8859  0.115
H: -2.8578 1.4156 -0.0056  0.087
H: -2.2883 3.1058 0.6873  0.102
H: -2.0372 2.6378 -1.0589  0.089
H: -0.6105 1.2972 1.2101  0.088
H: -0.0109 1.1609 -1.7481  0.108
H: 1.8058 -2.2234 1.7206  0.084
H: 2.2320 -0.8002 2.6814  0.138
H: 3.0163 -1.0645 0.9250  0.092
H: 0.8484 -2.0238 -2.7397  0.113
H: -0.3236 -1.3462 -1.6616  0.091
H: 0.8534 -2.6411 -1.3037  0.050

---

Record 13
Density functional theory data (the ωB97M-V functional and the def2-TZVPD basis) for an isolated molecule of C6H11NO4S at a distorted geometry.

HOMO (spin up / spin down) in eV: -4.94 / -10.34
Spin multiplicity: 3
Kohn-Sham gap (spin up / spin down) in Eh: 0.160 / 0.227

Last column: Mulliken spin population.
Geometry (Å):
C: 1.9431 -0.8804 1.0144  0.272
C: 2.6946 -1.7754 1.9067  -0.039
C: -1.0635 1.6610 0.7294  0.001
C: -3.0817 1.0207 -0.6647  0.008
C: -1.7506 0.5453 -0.1691  0.032
C: 0.2781 -0.2951 -1.1112  -0.032
N: 1.0842 -0.6625 -2.3009  0.203
O: 2.3580 0.2454 0.7131  0.222
O: 0.6014 -0.3796 -3.3490  0.255
O: 2.1545 -1.1003 -2.0767  0.245
O: -1.0014 0.0760 -1.3110  -0.008
S: 0.6946 -1.7132 0.0328  0.811
H: 3.1577 -1.2550 2.6705  0.000
H: 2.0962 -2.5477 2.2735  0.007
H: 3.5730 -2.2588 1.2947  0.027
H: -1.0580 2.5958 0.2203  0.001
H: -1.6251 1.7428 1.5748  0.001
H: -0.1099 1.3656 1.0682  -0.009
H: -3.0416 2.0141 -1.0694  0.000
H: -3.6883 1.1864 0.2455  -0.001
H: -3.2878 0.2532 -1.3459  0.000
H: -1.9437 -0.3667 0.4445  -0.019
H: 1.0162 0.5285 -0.7905  0.022

---

Ordered total energy results: -9936.0254, -9932.5774, -9934.5152, -9931.7894, -9929.6569, -9929.2215, -11983.2865, -11981.8681, -11980.2862, -11984.1472, -11979.5109, -16074.2516, -26906.4160; unit eV.
Ordered ΔE to the lowest compared entry with this formula, charge and spin results: 56.0, 135.5, 90.8, 153.7, 13.2, 23.2, 68.8, 101.5, 137.9, 48.9, 155.8, 168.7, 81.0; unit kcal per mole.